(1)
Computed, not measured: the ion C3H3N2OS2 with charge -1 in a non-equilibrium geometry, with the ωB97M-V functional and the def2-TZVPD basis.

Geometry (Å):
C1 -0.6510 -1.4596 0.0277
C2 -1.7602 0.5774 0.0341
C3 0.9047 0.3333 -0.5957
N1 -1.6366 -0.6808 0.0892
N2 1.9657 0.1601 0.3316
O1 -0.3415 -2.6202 0.0572
S1 -3.2221 1.2890 0.3293
S2 -0.3584 1.5145 -0.4466
H1 1.1990 0.2479 -1.5978
H2 2.2735 1.0493 0.6010
H3 1.6269 -0.4111 1.1699

Values from the calculation:
LUMO energy = 3.53 eV
energy relative to the best compared isomer or geometry (same formula, charge and spin) = 40.06 kcal/mol
charge = -1
E_tot = -29857.54561 eV
HOMO level = -3.6 eV
gap between HOMO and LUMO = 0.2617 hartree

(2)
Computed, not measured: a cluster of 2 separate species, C3H3N2S in total in a non-equilibrium geometry, with the ωB97M-V functional and the def2-TZVPD basis.

Geometry (Å):
C1 -0.7890 1.3196 0.3883
C2 0.0694 -0.4177 -0.5930
C3 -0.2151 0.5290 1.3400
N1 -0.5988 0.7158 -0.8437
N2 0.3577 -0.5223 0.7001
S1 2.0112 -2.2671 2.4442
H1 -1.3570 2.1966 0.6967
H2 0.1929 -0.9874 -1.4176
H3 0.8894 -1.3436 1.0804

Values from the calculation:
LUMO energy (spin up / spin down) = 2.37 / 3.35 eV
energy relative to the best compared isomer or geometry (same formula, charge and spin) = 89.93 kcal/mol
charge = -1
E_tot = -16972.16554 eV
HOMO level (spin up / spin down) = -3.6 / -3.2 eV
gap between HOMO and LUMO (spin up / spin down) = 0.2212 / 0.2418 hartree

(3)
Computed, not measured: a structure of composition C3H3N2S2 in a non-equilibrium geometry, with the ωB97M-V functional and the def2-TZVPD basis.

Geometry (Å):
C1 -1.8382 1.1079 0.5814
C2 -0.1160 -0.4454 0.1892
C3 -2.9401 -0.7344 0.0018
N1 -0.7035 0.6539 0.3395
N2 0.9867 -0.6366 -0.4955
S1 -2.0178 -1.9098 0.3016
S2 -3.2826 0.8685 -0.4029
H1 -1.9268 1.7754 1.3271
H2 1.1995 -0.0058 -1.2315
H3 1.6422 -1.4396 -0.4132

Values from the calculation:
LUMO energy = -5.20 eV
energy relative to the best compared isomer or geometry (same formula, charge and spin) = 38.37 kcal/mol
charge = +1
E_tot = -27799.69446 eV
HOMO level = -14.0 eV
gap between HOMO and LUMO = 0.3218 hartree

(4)
Computed, not measured: an isolated molecule of C3H3N3O in a non-equilibrium geometry, with the ωB97M-V functional and the def2-TZVPD basis.

Geometry (Å):
O1 2.2266 -1.0494 -0.2890
C1 1.0961 -0.9110 -0.0166
N1 0.9140 1.0735 -0.0762
N2 -0.0467 1.0638 0.7182
C2 -1.1880 0.5878 -0.0298
C3 -1.2048 -0.7464 -0.0414
N3 -0.0047 -1.2942 0.4329
H1 1.7790 1.3946 0.3702
H2 -1.6156 1.3246 -0.7001
H3 -1.9783 -1.4437 -0.3661

Values from the calculation:
LUMO energy = -0.56 eV
energy relative to the best compared isomer or geometry (same formula, charge and spin) = 94.84 kcal/mol
charge = 0
E_tot = -9673.34154 eV
HOMO level = -9.4 eV
SMILES = [H]/N=N/C=C\N=C=O
gap between HOMO and LUMO = 0.3253 hartree

(5)
Computed, not measured: an isolated molecule of C3H3N3O in a non-equilibrium geometry, with the ωB97M-V functional and the def2-TZVPD basis.

Geometry (Å):
O1 -0.2607 1.0543 1.5698
C1 -0.7434 0.1696 0.6708
C2 -0.2187 -1.1693 0.7009
N1 0.8339 -1.1654 -0.0775
N2 1.1238 -0.2298 -0.9688
C3 0.0442 0.4739 -1.3581
N3 -0.9538 0.6728 -0.5181
H1 0.5181 1.3389 1.0320
H2 -0.4702 -2.0335 1.3104
H3 0.0329 0.9552 -2.3282

Values from the calculation:
LUMO energy (spin up / spin down) = -0.57 / -0.58 eV
energy relative to the best compared isomer or geometry (same formula, charge and spin) = 87.73 kcal/mol
charge = 0
E_tot = -9673.65012 eV
HOMO level (spin up / spin down) = -9.6 / -9.6 eV
SMILES = Oc1cnncn1
gap between HOMO and LUMO (spin up / spin down) = 0.3326 / 0.3326 hartree

(6)
Computed, not measured: a cluster of 2 separate species, C3H3N3O in total in a non-equilibrium geometry, with the ωB97M-V functional and the def2-TZVPD basis.

Geometry (Å):
N1 2.2148 -0.2326 0.4808
C1 1.0824 -0.5893 0.1931
N2 0.5123 2.1225 -0.5990
N3 -0.5791 2.2701 -0.6271
O1 -1.7134 0.5112 1.0486
C2 -1.4691 -0.4440 0.3422
C3 -0.1579 -1.0308 -0.0469
H1 2.6888 0.4271 -0.1368
H2 -2.3328 -0.9867 -0.1026
H3 -0.2184 -1.9742 -0.5877

Values from the calculation:
LUMO energy = 0.35 eV
energy relative to the best compared isomer or geometry (same formula, charge and spin) = 23.20 kcal/mol
charge = 0
E_tot = -9676.44815 eV
HOMO level = -9.7 eV
SMILES = N=C=CC=O.N#N
gap between HOMO and LUMO = 0.3710 hartree

(7)
Computed, not measured: a cluster of 2 separate species, C3H3N3O in total in a non-equilibrium geometry, with the ωB97M-V functional and the def2-TZVPD basis.

Geometry (Å):
N1 2.0624 -0.2664 0.6133
C1 0.9804 -0.6291 0.2059
N2 0.6143 2.2015 -0.8549
N3 -0.4489 2.2644 -1.1365
O1 -1.3982 0.3598 1.3198
C2 -1.4071 -0.5452 0.5110
C3 -0.2142 -1.0893 -0.1463
H1 2.4781 0.5708 0.2092
H2 -2.3575 -1.0254 0.2030
H3 -0.2964 -1.8387 -0.9259

Values from the calculation:
LUMO energy = 0.48 eV
energy relative to the best compared isomer or geometry (same formula, charge and spin) = 17.89 kcal/mol
charge = 0
E_tot = -9676.67858 eV
HOMO level = -9.7 eV
SMILES = N=C=CC=O.N#N
gap between HOMO and LUMO = 0.3732 hartree

(8)
Computed, not measured: an isolated molecule of C3H3N3O in a non-equilibrium geometry, with the ωB97M-V functional and the def2-TZVPD basis.

Geometry (Å):
C1 -1.4345 -0.0499 -1.2851
C2 1.1739 -0.6976 0.8503
C3 1.2201 0.7841 0.9997
H1 -2.1081 0.7960 -1.7237
H2 1.9271 -1.5646 1.1495
H3 1.5498 1.6089 1.4935
N1 -0.5968 0.1460 -0.1810
N2 -0.0285 -1.0434 0.1757
N3 0.1690 1.1646 0.2141
O1 -1.8721 -1.1440 -1.6928

Values from the calculation:
LUMO energy = -0.43 eV
energy relative to the best compared isomer or geometry (same formula, charge and spin) = 84.65 kcal/mol
charge = 0
E_tot = -9673.78368 eV
HOMO level = -10.6 eV
SMILES = O=Cn1nccn1
gap between HOMO and LUMO = 0.3719 hartree

(9)
Computed, not measured: a cluster of 2 separate species, C3H3N3O in total in a non-equilibrium geometry, with the ωB97M-V functional and the def2-TZVPD basis.

Geometry (Å):
N1 -1.3559 -1.4682 -0.4626
C1 -0.6339 -0.4928 -0.4804
N2 0.0297 -2.0337 1.8121
N3 0.3488 -0.9843 1.9043
O1 0.7664 1.7979 1.1966
C2 0.6635 1.6904 -0.0045
C3 0.0441 0.6031 -0.7745
H1 -0.9188 -2.3655 -0.6473
H2 1.0321 2.4931 -0.6773
H3 0.0213 0.7093 -1.8532

Values from the calculation:
LUMO energy = 0.33 eV
energy relative to the best compared isomer or geometry (same formula, charge and spin) = 32.46 kcal/mol
charge = 0
E_tot = -9676.04680 eV
HOMO level = -9.7 eV
SMILES = N=C=CC=O.N#N
gap between HOMO and LUMO = 0.3701 hartree

(10)
Computed, not measured: an isolated molecule of C3H3N3O in a non-equilibrium geometry, with the ωB97M-V functional and the def2-TZVPD basis.

Geometry (Å):
O1 -0.1710 0.8505 1.9028
C1 0.0019 0.2331 0.7397
C2 -0.1058 -1.1604 0.5618
N1 -0.0619 -1.6811 -0.6509
N2 0.0113 -0.8787 -1.7294
C3 0.1788 0.4164 -1.4762
N3 0.2594 0.9936 -0.2807
H1 -0.0640 1.7971 1.6813
H2 -0.2165 -1.8225 1.4124
H3 0.1678 1.2520 -2.1609

Values from the calculation:
LUMO energy = 0.15 eV
energy relative to the best compared isomer or geometry (same formula, charge and spin) = 33.05 kcal/mol
charge = 0
E_tot = -9676.02124 eV
HOMO level = -9.9 eV
SMILES = Oc1cnncn1
gap between HOMO and LUMO = 0.3678 hartree

(11)
Computed, not measured: an isolated molecule of C3H3N3O, with the ωB97M-V functional and the def2-TZVPD basis.

Geometry (Å):
N1 1.3557 0.4906 0.2247
C1 0.7044 -0.6788 0.2715
N2 0.9381 1.3571 -0.7703
N3 -0.0036 0.8050 -1.3936
O1 -1.3280 0.6021 1.3118
C2 -1.0830 -0.4036 0.7177
C3 -0.2407 -0.4460 -0.7775
H1 2.0222 0.8489 0.8933
H2 -1.5730 -1.3771 0.8547
H3 -0.7922 -1.1981 -1.3323

Values from the calculation:
LUMO energy = -0.36 eV
energy relative to the best compared isomer or geometry (same formula, charge and spin) = 100.69 kcal/mol
charge = 0
E_tot = -9673.08791 eV
HOMO level = -10.0 eV
gap between HOMO and LUMO = 0.3560 hartree

(12)
Computed, not measured: an isolated molecule of C3H3N3O in a non-equilibrium geometry, with the ωB97M-V functional and the def2-TZVPD basis.

Geometry (Å):
C1 -1.4510 1.1569 -0.1278
C2 -1.4256 -1.1665 -0.0413
C3 1.5225 -0.0272 0.1070
N1 -2.0538 2.0862 -0.4033
N2 -1.8787 -2.1142 -0.4304
N3 -0.8529 0.0448 0.2385
O1 0.3640 0.0759 0.9136
H1 2.3520 0.1589 0.7944
H2 1.7354 0.8296 -0.5911
H3 1.6882 -1.0444 -0.4596

Values from the calculation:
LUMO energy = 0.34 eV
energy relative to the best compared isomer or geometry (same formula, charge and spin) = 103.54 kcal/mol
charge = 0
E_tot = -9672.96443 eV
HOMO level = -10.7 eV
SMILES = CON(C#N)C#N
gap between HOMO and LUMO = 0.4066 hartree

(13)
Computed, not measured: a cluster of 2 separate species, C3H3N3O2 in total in a non-equilibrium geometry, with the ωB97M-V functional and the def2-TZVPD basis.

Geometry (Å):
C1 -0.7087 1.4523 0.1765
C2 0.1564 -0.8792 0.0074
C3 1.5651 -0.2097 -0.3301
H1 -2.3050 -1.4411 0.7652
H2 -1.7162 2.0946 0.5015
H3 -0.0886 3.0514 0.2175
N1 -0.8382 0.0731 -0.1833
N2 0.3022 1.9962 0.0393
N3 2.7778 -0.0735 0.0705
O1 -2.1827 -0.3857 -0.2292
O2 -0.0247 -2.0963 0.2177

Values from the calculation:
LUMO energy = -1.03 eV
energy relative to the best compared isomer or geometry (same formula, charge and spin) = 206.31 kcal/mol
charge = 0
E_tot = -11717.01051 eV
HOMO level = -10.5 eV
gap between HOMO and LUMO = 0.3468 hartree

(14)
Computed, not measured: an isolated molecule of C3H3N3O2 in a non-equilibrium geometry, with the ωB97M-V functional and the def2-TZVPD basis.

Geometry (Å):
C1 0.0517 0.8785 -1.1713
C2 0.9700 -1.0971 -0.7826
C3 0.0703 -0.7791 0.4092
H1 -0.9127 1.8695 1.3671
H2 -0.1601 1.8487 -1.6054
H3 -0.7535 -0.9931 2.1077
N1 -0.1677 0.6799 0.2056
N2 0.7554 -0.0163 -1.7344
N3 -0.2840 -1.5388 1.3399
O1 -1.2900 1.1582 0.8263
O2 1.7206 -2.0103 -0.9619

Values from the calculation:
LUMO energy = -0.66 eV
energy relative to the best compared isomer or geometry (same formula, charge and spin) = 86.36 kcal/mol
charge = 0
E_tot = -11722.21231 eV
HOMO level = -10.1 eV
SMILES = [H]/N=C1/C(=O)N=CN1O
gap between HOMO and LUMO = 0.3478 hartree

(15)
Computed, not measured: an isolated molecule of C3H3N3O2 in a non-equilibrium geometry, with the ωB97M-V functional and the def2-TZVPD basis.

Geometry (Å):
C1 0.1977 0.1434 -0.8606
C2 0.9068 0.7532 1.1919
C3 -0.8055 -0.8332 1.0256
H1 0.7215 0.8800 -2.6210
H2 -1.5719 -1.5904 1.3259
H3 -1.5206 -0.9197 -0.9895
N1 1.0558 0.9276 -0.2210
N2 -0.0112 -0.1914 1.7552
N3 -0.7373 -0.7205 -0.3535
O1 0.2611 0.0664 -2.2209
O2 1.5036 1.4846 1.9680

Values from the calculation:
LUMO energy = 0.25 eV
energy relative to the best compared isomer or geometry (same formula, charge and spin) = 27.34 kcal/mol
charge = 0
E_tot = -11724.77172 eV
HOMO level = -10.0 eV
SMILES = O=c1nc[nH]c(O)n1
gap between HOMO and LUMO = 0.3766 hartree

(16)
Computed, not measured: an isolated molecule of C3H3N3O2 in a non-equilibrium geometry, with the ωB97M-V functional and the def2-TZVPD basis.

Geometry (Å):
C1 -0.8889 -1.2676 -0.2604
C2 0.6494 1.7088 0.5691
C3 1.3359 -0.0962 -0.4861
H1 -2.8157 -0.5347 0.1697
H2 -0.3157 -2.2187 -0.3451
H3 0.8808 2.5150 1.3344
N1 -2.1297 -1.3117 -0.3162
N2 -0.0613 -0.1595 -0.0772
N3 -0.4438 1.0871 0.5588
O1 1.7546 1.2532 -0.1573
O2 2.0342 -0.9758 -0.9898

Values from the calculation:
LUMO energy = 0.64 eV
energy relative to the best compared isomer or geometry (same formula, charge and spin) = 74.90 kcal/mol
charge = 0
E_tot = -11722.70925 eV
HOMO level = -9.9 eV
SMILES = [H]/N=C\n1ncoc1=O
gap between HOMO and LUMO = 0.3862 hartree

(17)
Computed, not measured: an isolated molecule of C3H3N3O2 in a non-equilibrium geometry, with the ωB97M-V functional and the def2-TZVPD basis.

Geometry (Å):
C1 -0.7763 -0.6507 0.2826
C2 0.4062 -1.2854 0.0050
C3 1.5488 -0.4946 -0.4278
H1 -1.6185 2.3244 0.2894
H2 -1.6519 -1.1077 0.7481
H3 0.5538 -2.3609 -0.0079
N1 -0.7722 0.7126 0.1588
N2 1.3858 0.9546 -0.5224
N3 0.2505 1.4824 -0.2551
O1 -1.9457 1.4028 0.4389
O2 2.6196 -0.9776 -0.7097

Values from the calculation:
LUMO energy = -0.17 eV
energy relative to the best compared isomer or geometry (same formula, charge and spin) = 113.11 kcal/mol
charge = 0
E_tot = -11721.05206 eV
HOMO level = -9.3 eV
SMILES = O=c1ccn(O)nn1
gap between HOMO and LUMO = 0.3371 hartree

(18)
Computed, not measured: an isolated molecule of C3H3N3O2 in a non-equilibrium geometry, with the ωB97M-V functional and the def2-TZVPD basis.

Geometry (Å):
C1 2.0122 -0.6269 -0.1240
C2 -1.1628 1.1365 0.0305
C3 -1.6346 -0.1525 0.0052
H1 3.7052 -0.4815 -0.0009
H2 1.8449 -1.6942 0.0420
H3 -1.7348 2.0223 -0.0300
N1 2.9304 0.2191 0.0713
N2 0.6093 -0.0283 -0.1230
N3 0.1665 1.2811 0.0168
O1 -2.7222 -0.6229 -0.0535
O2 -0.4087 -0.9137 0.1490

Values from the calculation:
LUMO energy = -0.51 eV
energy relative to the best compared isomer or geometry (same formula, charge and spin) = 113.77 kcal/mol
charge = 0
E_tot = -11721.02373 eV
HOMO level = -9.3 eV
SMILES = [H]/N=C/n1ncc(=O)o1
gap between HOMO and LUMO = 0.3232 hartree

(19)
Computed, not measured: an isolated molecule of C3H3N3O2 in a non-equilibrium geometry, with the ωB97M-V functional and the def2-TZVPD basis.

Geometry (Å):
C1 -1.8765 -0.0412 0.7072
C2 1.0307 0.8775 -0.4597
C3 1.2100 -0.4690 -0.5136
N1 -1.0998 0.7944 0.4204
N2 -0.2061 1.4552 -0.1627
N3 2.4889 -0.9478 -0.8798
O1 2.5671 -2.1367 -1.0669
O2 3.3867 -0.1206 -0.9748
H1 -2.4389 -0.3142 1.5617
H2 1.5859 1.7524 -0.7687
H3 0.3276 -1.1875 -0.3794

Values from the calculation:
LUMO energy (spin up / spin down) = -1.00 / -1.00 eV
energy relative to the best compared isomer or geometry (same formula, charge and spin) = 186.47 kcal/mol
charge = 0
E_tot = -11717.87087 eV
HOMO level (spin up / spin down) = -9.3 / -9.3 eV
gap between HOMO and LUMO (spin up / spin down) = 0.3036 / 0.3036 hartree

(20)
Computed, not measured: a structure of composition C3H3N3O2 in a non-equilibrium geometry, with the ωB97M-V functional and the def2-TZVPD basis.

Geometry (Å):
C1 -0.3169 1.1738 -0.1626
C2 0.7691 0.2353 -0.1978
C3 0.5067 -1.1029 -0.2076
H1 -0.7985 3.1134 0.8801
H2 1.8409 0.5857 0.2998
H3 0.8658 -3.0068 -0.0501
N1 -0.8376 -1.4582 -0.1353
N2 -1.7999 -0.5544 -0.3013
N3 -1.6301 0.6453 -0.3033
O1 0.0500 2.4672 0.1317
O2 1.3506 -2.0985 0.0464

Values from the calculation:
LUMO energy = -0.53 eV
energy relative to the best compared isomer or geometry (same formula, charge and spin) = 131.72 kcal/mol
charge = 0
E_tot = -11720.24516 eV
HOMO level = -9.1 eV
gap between HOMO and LUMO = 0.3144 hartree